Molecular formula: C8H14Br2CuN2
Method: DFT, ωB97M-V/def2-TZVPD

Positions of all 27 atoms, in Å:
Cu  -0.618  -1.541  -1.875
Br  0.513  -3.830  -0.560
Br  -2.140  -2.433  -4.098
C  -3.939  1.806  2.265
C  -4.574  0.423  1.942
C  -4.589  0.006  0.522
C  -3.261  -0.348  -0.090
N  -2.218  -0.630  -0.502
H  -2.850  1.789  2.257
H  -4.260  2.079  3.271
H  -4.314  2.639  1.670
H  -5.624  0.421  2.237
H  -4.192  -0.318  2.643
H  -4.955  0.635  -0.288
H  -5.081  -0.966  0.485
C  4.786  1.274  -0.100
C  4.933  -0.265  -0.453
C  4.207  -0.875  -1.720
C  2.732  -0.592  -1.658
N  1.582  -0.328  -1.654
H  3.811  1.672  0.181
H  5.399  1.928  -0.720
H  5.329  1.225  0.843
H  4.476  -0.845  0.349
H  5.962  -0.624  -0.491
H  4.381  -1.946  -1.827
H  4.505  -0.354  -2.629

Results
Total charge   -1
Gap between HOMO and LUMO   0.242 Ha
LUMO energy   2.60 eV
Highest occupied orbital energy   -3.98 eV

Results of the Mulliken charge analysis, in e, for atoms 1 through 8:
1. Cu 0.3773
2. Br -0.8186
3. Br -0.7793
4. C -1.0849
5. C -0.3795
6. C -0.4121
7. C 0.0716
8. N -0.1821